The following is a quantum chemistry calculation of a molecular structure, C21H24FN6O6Ti in a non-equilibrium geometry, from the Open Molecules 2025 dataset.

As for the spin multiplicity: 2. Its calculated total energy is -69231.100 eV. As for the highest occupied orbital energy (spin up / spin down): -7.2 / -8.8 eV. The HOMO-LUMO gap (spin up / spin down) is 7.2852 / 8.8624 eV. As for the lowest unoccupied orbital energy (spin up / spin down): 0.1 / 0.1 eV.

Element x y z (Å)
Ti  -0.42210  0.30619  0.41613
O  1.81939  1.38202  3.55434
C  0.90237  1.33522  2.74030
N  0.12876  0.28133  2.43709
C  0.51932  -0.96416  3.05615
C  -0.05595  -2.14297  2.31464
C  -0.12130  -3.40219  2.90541
C  -0.61194  -4.46588  2.17539
C  -1.03036  -4.25802  0.86618
C  -0.95859  -2.97806  0.35539
N  -0.48669  -1.94721  1.06318
C  0.51079  2.59126  1.97495
C  0.85859  3.83946  2.45960
C  0.38286  4.95700  1.79338
C  -0.41127  4.79640  0.66818
C  -0.67993  3.51276  0.22406
N  -0.21936  2.44020  0.86302
H  0.20544  -1.02118  4.10586
H  1.61289  -1.06793  3.07681
H  0.19935  -3.52733  3.93086
H  -0.67665  -5.44922  2.62296
H  -1.41561  -5.06536  0.25956
H  -1.28665  -2.73170  -0.64709
H  1.47587  3.89606  3.34450
H  0.62352  5.94918  2.15376
H  -0.81015  5.64468  0.13046
H  -1.25335  3.31955  -0.67225
N  -0.02199  1.81717  -2.49789
H  -0.98301  1.73819  -2.82193
H  0.45187  0.97800  -2.80919
H  0.40993  2.60926  -2.95895
C  2.84115  -1.62774  -0.60698
C  2.56327  -0.13327  -0.61954
C  3.52270  0.63713  0.27216
O  1.25035  0.09403  -0.19961
H  2.71087  -2.01853  0.40538
H  3.86247  -1.84034  -0.92882
H  2.15297  -2.15555  -1.26865
H  2.65890  0.24031  -1.64873
H  3.45565  0.28292  1.30341
H  3.27682  1.69993  0.26739
H  4.55269  0.52070  -0.07118
F  -4.58082  -3.94900  2.49642
C  -4.12864  -2.74116  2.16633
C  -4.31654  -2.23041  0.94924
N  -3.81503  -0.99481  0.58628
C  -4.03745  -0.44616  -0.75802
C  -2.77897  0.05505  -1.50129
O  -2.98194  0.81495  -2.43113
O  -1.66001  -0.41712  -1.09534
C  -3.09629  -0.25998  1.47394
O  -2.55658  0.80367  1.15455
N  -2.97416  -0.76072  2.74043
C  -3.38773  -2.01146  3.19817
O  -3.11786  -2.42140  4.29849
H  -4.85543  -2.77314  0.18579
H  -4.75338  0.37200  -0.70497
H  -4.47138  -1.24624  -1.35654
H  -2.35342  -0.22612  3.33948